[1]
Computed, not measured: C6H13NO as an isolated structure, with the ωB97M-V functional and the def2-TZVPD basis.

The geometry in XYZ format:
```
21
Properties=species:S:1:pos:R:3:forces:R:3
C 2.48533 -0.17342 0.41552 0.7 -0.4 0.6
O 1.66164 0.96113 -2.15433 0.1 0.4 -0.3
C 1.30112 -0.14702 1.01005 -0.2 0.3 -0.7
C 0.35313 0.96870 0.65351 -0.7 0.2 0.1
C -1.05246 0.54091 0.19735 1.8 1.1 -1.1
C -1.90147 -1.10024 -1.44956 -0.7 -0.4 0.3
C -0.97949 -0.22391 -1.06708 0.1 -0.8 0.6
N -1.62165 -0.85074 2.27558 1.2 0.1 -0.1
H 3.21399 -0.95087 0.63854 -0.1 -0.1 0.1
H 2.81613 0.57116 -0.29498 -0.4 0.1 -0.3
H 1.76667 1.59571 -2.88252 -0.1 -0.3 0.3
H 0.94866 -0.93103 1.67741 0.1 0.1 0.0
H 0.73302 1.47689 -0.24426 0.4 0.0 -0.1
H 0.29594 1.69663 1.47220 -0.2 -0.1 0.0
H -1.72515 1.39305 0.16575 -0.4 -0.1 0.2
H -1.34023 -0.16254 1.24796 -1.2 -1.5 1.5
H -1.83844 -1.67468 -2.36082 0.3 0.0 -0.2
H -2.75069 -1.37617 -0.81125 0.1 0.4 -0.2
H -0.01052 -0.14794 -1.58988 -0.2 0.5 -0.2
H -2.21154 -1.66514 2.24584 -0.4 0.1 -0.5
H -1.81122 -0.30797 3.10194 -0.3 0.4 -0.1
```
Positions in Å, forces in eV/Å.

The total charge is -1. Its energy above the lowest of the compared OMol25 structures with the same formula, charge and spin is 344.0 kJ/mol. As for the LUMO energy (alpha / beta): 3.93 / 2.55 eV. Its spin multiplicity is 2. Its gap between HOMO and LUMO (alpha / beta) is 6.983 / 5.574 eV. The value obtained for the energy is -366.2424 a.u. As for the highest occupied orbital energy (alpha / beta): -3.049 / -3.020 eV.

---

[2]
Computed, not measured: C3H10N2O as an isolated structure, with the ωB97M-V functional and the def2-TZVPD basis.

The geometry in XYZ format:
```
16
Properties=species:S:1:pos:R:3:forces:R:3
C -0.13653 0.60446 -2.52949 -0.1 -1.4 -0.6
C -1.74807 -0.13402 -0.92119 1.2 -0.5 -0.3
N -0.53730 0.14522 -1.20563 -1.2 1.4 0.3
H 0.70715 -0.02077 -2.81452 0.4 0.4 -0.1
H 0.13335 1.65311 -2.49246 0.1 0.1 0.0
H -0.89000 0.40917 -3.29818 -0.2 0.3 0.3
H -2.48554 -0.28972 -1.70099 -0.3 0.3 0.1
H -1.98032 -0.33215 0.12090 -0.3 -0.1 -0.1
H 0.37677 0.57854 -0.32221 1.4 -0.2 0.5
N 1.29162 0.77857 0.54922 -1.2 -0.9 1.1
C 0.22934 -0.48974 1.73456 1.7 1.9 -1.0
O 0.78822 -1.12899 2.66871 -0.2 0.5 -0.3
H 2.24530 0.42988 0.51777 -0.1 -0.4 -0.5
H 1.40131 1.71141 0.93539 -0.4 0.1 0.1
H -0.46133 0.34136 1.92504 -0.3 -0.6 0.5
H 0.12677 -1.02368 0.79542 -0.5 -0.7 0.1
```
Positions in Å, forces in eV/Å.

The total charge is +1. Its energy above the lowest of the compared OMol25 structures with the same formula, charge and spin is 377.6 kJ/mol. As for the LUMO energy (alpha / beta): -3.78 / -7.54 eV. Its spin multiplicity is 2. Its gap between HOMO and LUMO (alpha / beta) is 10.932 / 7.071 eV. The value obtained for the energy is -304.6414 a.u. As for the highest occupied orbital energy (alpha / beta): -14.711 / -14.615 eV.

---

[3]
Computed, not measured: an isolated ion of composition C9H8NO and charge -1, with the ωB97M-V functional and the def2-TZVPD basis.

The geometry in XYZ format:
```
19
Properties=species:S:1:pos:R:3:forces:R:3
C -0.19250 -2.43770 0.34235 -1.8 1.6 0.8
C -1.08037 -1.88143 1.30348 1.2 1.1 -0.1
C 0.52249 -1.54011 -0.48702 0.4 -2.6 -1.2
C -1.07634 -0.46166 1.52153 -0.9 -0.8 -0.5
C 0.33252 -0.19686 -0.36741 1.7 2.4 -1.6
C -0.40567 0.36006 0.64071 0.1 0.4 0.6
C 1.00947 1.63665 -1.16504 0.1 -1.9 -0.6
C 1.24574 1.69636 -2.49721 -0.2 0.8 -0.3
C -0.35263 1.89000 0.75458 1.7 1.7 0.7
N 0.85528 2.34683 -0.08446 -2.5 0.2 1.5
O 1.70084 3.09472 0.71161 0.3 -0.2 -1.3
H -0.34341 -3.49276 0.16572 0.7 -0.2 -0.2
H -1.70528 -2.53409 1.90634 0.1 0.1 0.0
H 1.15719 -2.05776 -1.30544 -0.9 1.3 1.2
H -1.72157 0.08404 2.21368 0.0 -0.7 0.3
H 1.12170 2.61097 -3.15607 0.3 -0.8 1.4
H 1.46920 0.81117 -3.09992 -0.2 0.1 0.6
H -1.33357 2.45207 0.49787 1.5 -1.0 0.1
H 0.08476 2.33465 1.76389 -1.4 -1.3 -1.6
```
Positions in Å, forces in eV/Å.

The total charge is -1. Its energy above the lowest of the compared OMol25 structures with the same formula, charge and spin is 77.0 kJ/mol. As for the LUMO energy: 3.74 eV. Its spin multiplicity is 1. Its gap between HOMO and LUMO is 5.978 eV. The value obtained for the energy is -477.5613 a.u. As for the highest occupied orbital energy: -2.233 eV.

---

> Among the records above, which one has the lowest energy?

C9H8NO

---

> Which value of total charge does entry 3 give?

-1